The following is a quantum chemistry calculation of a molecular structure, C9H19B3F3NO7, from OMol25.

The total energy is -35650.613 eV. The largest force on an atom is 0.867 eV/A. The value obtained for the HOMO energy is -10.50 eV.

Positions of all 42 atoms, in Å:
1 C -3.134 -0.627 -0.058
2 C -2.678 0.559 0.816
3 B -1.127 0.604 0.991
4 O -0.454 1.568 1.749
5 B 0.432 2.264 0.952
6 C 1.276 3.479 1.468
7 C 2.738 3.129 1.853
8 C 3.366 1.985 1.043
9 C 3.159 0.614 1.667
10 O 3.631 -0.434 0.825
11 O 0.565 1.838 -0.383
12 B 0.490 0.466 -0.565
13 C 1.250 -0.273 -1.730
14 O 1.816 0.646 -2.688
15 C 1.209 0.676 -3.876
16 F 1.679 1.709 -4.571
17 F 1.425 -0.442 -4.603
18 F -0.132 0.807 -3.780
19 O -0.285 -0.278 0.299
20 H -2.754 -1.559 0.343
21 H -4.223 -0.654 -0.110
22 H -2.765 -0.515 -1.080
23 H -2.920 1.486 0.280
24 H -3.177 0.549 1.786
25 H 1.271 4.303 0.751
26 H 0.778 3.870 2.361
27 H 2.829 2.903 2.917
28 H 3.353 4.013 1.674
29 H 3.056 1.985 -0.004
30 H 4.452 2.151 1.033
31 H 2.095 0.415 1.841
32 H 3.642 0.576 2.650
33 H 4.324 -0.067 0.267
34 H 0.571 -0.986 -2.204
35 H 2.054 -0.874 -1.297
36 C -4.001 -5.728 -0.351
37 N -3.939 -4.369 0.255
38 O -3.925 -4.289 1.465
39 O -3.905 -3.428 -0.508
40 H -4.025 -6.458 0.448
41 H -4.902 -5.770 -0.956
42 H -3.118 -5.845 -0.971

=====

The following is a quantum chemistry calculation of 2 unconnected molecules or ions with the total composition C9H19BF7N3O, from OMol25.

The total energy is -35862.318 eV. The largest force on an atom is 2.268 eV/A. The value obtained for the HOMO energy is -10.86 eV.

Positions of all 40 atoms, in Å:
1 C 0.408 -2.631 -4.857
2 O -0.781 -2.216 -4.201
3 C -0.514 -2.077 -2.832
4 C -1.766 -1.828 -2.018
5 C -1.420 -2.088 -0.527
6 C -1.811 -0.907 0.389
7 N -0.967 -0.933 1.627
8 C 0.152 -0.206 1.483
9 N 1.342 -0.792 1.170
10 N -0.009 1.072 1.702
11 C 1.126 1.932 1.341
12 C 1.172 2.139 -0.182
13 C 1.440 3.561 -0.627
14 F 2.742 3.743 -0.769
15 F 0.871 3.775 -1.805
16 F 0.972 4.476 0.183
17 H 1.200 -1.906 -4.644
18 H 0.234 -2.754 -5.918
19 H 0.742 -3.593 -4.452
20 H 0.232 -1.285 -2.661
21 H -0.062 -3.001 -2.443
22 H -2.558 -2.521 -2.286
23 H -2.146 -0.819 -2.147
24 H -1.834 -3.025 -0.168
25 H -0.332 -2.160 -0.465
26 H -2.864 -1.025 0.630
27 H -1.700 0.023 -0.159
28 H -0.661 -1.896 1.739
29 H 1.796 -1.503 1.719
30 H 1.822 -0.468 0.347
31 H -0.239 1.143 2.705
32 H 2.079 1.542 1.697
33 H 0.983 2.862 1.879
34 H 0.218 1.807 -0.586
35 H 1.919 1.520 -0.676
36 B -0.358 2.020 5.187
37 F 0.692 1.515 5.959
38 F -1.350 2.562 5.991
39 F 0.136 2.986 4.274
40 F -0.903 0.957 4.403

=====

Question: HOMO of number 1 (C9H19B3F3NO7)?
Answer: -10.50 eV